{"formula": "C4H6O2", "method": "ωB97M-V/def2-TZVPD", "symbols": ["C", "C", "C", "O", "C", "O", "H", "H", "H", "H", "H", "H"], "positions_angstrom": [[-2.372, -0.337, -0.136], [-1.198, -0.026, 0.112], [0.155, 0.597, 0.529], [0.575, 1.455, -0.430], [1.040, -0.587, 0.703], [1.213, -1.032, -0.678], [-3.357, -0.703, -0.128], [0.092, 1.163, 1.477], [0.434, 0.917, -1.262], [2.142, -0.311, 1.085], [0.349, -1.194, 1.317], [0.289, -1.130, -0.873]], "mulliken_charge": [-0.0562, -0.4461, -0.3674, -0.5241, -0.3659, -0.5028, 0.4797, 0.3780, 0.4822, 0.2919, 0.3195, 0.3112], "molar_mass_g_mol": 86.09, "smiles": "C#C[C@H](O)CO", "total_charge": 0, "homo_lumo_gap_ev": 11.2, "e_homo_ha": -0.382}

=====

{"formula": "C2H8NO", "method": "ωB97M-V/def2-TZVPD", "symbols": ["C", "C", "N", "H", "H", "H", "H", "H", "H", "H", "H", "O"], "positions_angstrom": [[1.186, 1.081, 0.792], [0.913, -1.129, -0.403], [0.448, 0.077, 0.017], [2.171, 1.167, 0.342], [1.121, 0.818, 1.848], [0.688, 2.037, 0.633], [1.986, -1.235, -0.446], [0.180, -1.874, -0.647], [-0.540, 0.111, 0.234], [-3.323, -0.177, -0.334], [-2.452, -0.584, -1.475], [-2.379, -0.293, -0.559]], "mulliken_spin": [0.0155, 0.7151, 0.2376, 0.0138, -0.0124, 0.0020, 0.0207, 0.0160, -0.0086, 0.0001, 0.0004, -0.0002], "molar_mass_g_mol": 62.09, "total_charge": 0, "homo_lumo_gap_ev": [6.1, 10.4], "multiplicity": 2, "s_squared": 0.753, "e_homo_ha": [-0.199, -0.358]}

=====

{"formula": "C23H32N4O2", "method": "ωB97M-V/def2-TZVPD", "symbols": ["C", "C", "C", "C", "N", "C", "C", "C", "O", "C", "C", "C", "C", "C", "O", "N", "C", "C", "C", "C", "C", "C", "C", "C", "C", "C", "N", "N", "C", "H", "H", "H", "H", "H", "H", "H", "H", "H", "H", "H", "H", "H", "H", "H", "H", "H", "H", "H", "H", "H", "H", "H", "H", "H", "H", "H", "H", "H", "H", "H", "H"], "positions_angstrom": [[3.630, 4.372, 1.733], [3.485, 5.270, 0.555], [3.292, 5.050, -0.776], [3.215, 3.984, -1.570], [1.988, 3.151, -0.976], [2.086, 1.719, -1.298], [1.222, 0.868, -0.597], [-0.276, 1.523, -0.290], [-0.794, 0.606, 0.422], [-1.619, -0.530, 0.219], [-2.516, -0.983, 1.147], [-2.890, -2.362, 1.006], [-2.946, -2.757, -0.181], [-3.771, -4.031, -0.658], [-4.573, -4.054, -1.487], [-3.292, -5.319, 0.281], [-2.224, -5.414, 0.872], [-1.262, -6.378, 0.458], [-1.885, -7.646, 0.321], [-3.387, -7.481, -0.588], [-4.098, -6.297, 0.178], [-2.255, -2.239, -1.218], [-1.415, -1.120, -1.034], [-0.060, 2.732, 0.154], [0.799, 3.725, -0.615], [3.251, 6.501, -1.340], [3.455, 7.459, -0.570], [3.660, 6.827, 0.778], [3.904, 7.563, 2.103], [3.087, 4.597, 2.544], [3.214, 3.359, 1.534], [4.647, 4.315, 1.921], [2.694, 4.220, -2.626], [4.022, 3.479, -1.538], [1.463, 1.733, -2.307], [3.039, 1.323, -1.196], [1.126, -0.040, -0.775], [1.463, 0.882, 0.511], [-0.851, 1.463, -1.270], [-2.445, -0.780, 2.105], [-3.570, -2.754, 1.721], [-1.845, -4.360, 1.419], [-2.574, -5.770, 1.981], [-0.360, -6.597, 1.040], [-0.821, -5.894, -0.448], [-1.474, -8.429, -0.288], [-2.529, -8.164, 1.118], [-3.661, -8.353, -0.887], [-3.035, -7.226, -1.724], [-4.977, -6.078, -0.721], [-4.632, -6.684, 0.856], [-2.119, -2.736, -2.213], [-0.909, -0.589, -1.956], [-1.031, 3.296, 0.325], [0.322, 2.918, 1.359], [0.379, 3.791, -1.834], [0.970, 4.801, -0.171], [3.307, 6.817, -2.219], [5.031, 7.030, 2.303], [4.169, 8.480, 1.703], [3.173, 7.215, 2.702]], "mulliken_charge": [-1.8063, 0.0018, 1.1059, -0.9306, 0.5282, -1.2140, -1.3423, -0.0438, -0.4154, 0.4432, -1.3781, -0.1504, 0.7125, 0.2898, -0.4640, 0.5302, -0.7072, -0.4762, -0.8893, -1.0415, -1.1525, -0.7649, -0.0916, -0.3484, -0.6124, -0.7044, -0.7749, 0.3893, -0.9041, 0.4958, 0.3170, 0.4453, 0.2187, 0.4378, 0.2244, 0.4521, 1.2277, 0.3684, 0.2582, 0.5346, 0.5139, 0.1621, 0.3168, 0.2600, 0.2810, 0.3994, 0.2578, 0.8052, 0.2650, 0.1950, 0.6922, 0.3131, 0.2780, 0.2873, 0.0736, 0.2068, 0.2758, 0.7067, 0.2231, 0.3739, 0.3443], "molar_mass_g_mol": 396.53, "smiles": "Cc1c(CN2CCC(Oc3ccc(C(=O)N4CCCCC4)cc3)CC2)cnn1C", "total_charge": 0, "homo_lumo_gap_ev": 7.9, "e_homo_ha": -0.276}

=====

{"formula": "CHCl2NO3", "method": "ωB97M-V/def2-TZVPD", "symbols": ["C", "N", "O", "O", "O", "Cl", "Cl", "H"], "positions_angstrom": [[1.345, 0.406, 0.116], [-1.469, -0.354, -0.183], [-1.095, -0.801, 0.851], [-2.362, -0.736, -0.886], [-0.817, 0.584, -0.740], [1.293, 0.996, 1.657], [1.642, -1.227, -0.038], [1.463, 1.132, -0.777]], "mulliken_charge": [0.2299, 1.1292, -0.5987, -0.6073, -0.5452, 0.0512, 0.0430, 0.2979], "molar_mass_g_mol": 145.93, "total_charge": 0, "homo_lumo_gap_ev": [7.1, 7.1], "e_homo_ha": [-0.349, -0.349]}

=====

{"formula": "C7H17NO", "method": "ωB97M-V/def2-TZVPD", "symbols": ["C", "N", "C", "C", "C", "C", "C", "H", "H", "H", "H", "H", "H", "H", "H", "H", "H", "H", "H", "H", "H", "H", "C", "O", "H", "H"], "positions_angstrom": [[-0.312, -1.867, 1.768], [0.199, -0.664, 1.162], [0.596, -0.763, -0.228], [-0.190, 0.121, -1.221], [0.118, 1.599, -0.961], [-1.696, -0.125, -1.095], [0.262, -0.239, -2.639], [-0.572, -1.662, 2.807], [0.480, -2.617, 1.752], [-1.186, -2.299, 1.254], [-0.344, 0.204, 1.424], [1.657, -0.489, -0.289], [0.519, -1.806, -0.549], [-0.177, 1.891, 0.045], [-0.417, 2.228, -1.670], [1.184, 1.789, -1.070], [-1.926, -1.176, -1.262], [-2.061, 0.155, -0.109], [-2.237, 0.463, -1.835], [-0.241, 0.390, -3.371], [0.030, -1.278, -2.867], [1.336, -0.099, -2.746], [1.199, 1.548, 2.901], [1.767, 0.530, 2.588], [0.742, 1.689, 3.896], [1.271, 2.481, 2.315]], "mulliken_charge": [-1.1106, 0.0960, -1.3261, 2.0611, -1.6010, -1.7441, -1.9080, 0.3295, 0.3328, 0.3057, 0.2666, 0.2622, 0.5093, 0.2704, 0.4486, 0.3787, 0.3667, 0.3377, 0.4600, 0.4182, 0.4349, 0.4066, -0.2026, -0.3102, 0.2664, 0.2512], "molar_mass_g_mol": 131.22, "smiles": "CNCC(C)(C)C.C=O", "total_charge": 0, "homo_lumo_gap_ev": 8.6, "e_homo_ha": -0.290}

=====

{"formula": "C6H13IN2O5P", "method": "ωB97M-V/def2-TZVPD", "symbols": ["C", "C", "O", "N", "N", "P", "O", "I", "C", "C", "O", "H", "H", "H", "H", "H", "H", "H", "H", "H", "O", "C", "C", "O", "H", "H", "H", "H"], "positions_angstrom": [[2.035, -2.476, 0.036], [1.238, -1.923, -1.150], [1.817, -1.681, -2.147], [-0.201, -1.651, -1.117], [-0.484, -0.800, -0.011], [-2.262, -0.372, 0.141], [-2.327, 0.199, 1.728], [-2.677, 1.634, -1.220], [-0.989, -2.884, -1.072], [-1.138, -3.773, 0.170], [-1.501, -3.228, -2.085], [3.106, -2.381, -0.163], [1.748, -3.501, 0.324], [1.825, -1.849, 0.931], [0.059, 0.091, -0.138], [-0.177, -1.175, 0.899], [-1.493, 0.698, 1.841], [-0.574, -4.721, 0.081], [-0.785, -3.224, 1.060], [-2.197, -4.033, 0.308], [-0.007, 2.969, 0.295], [-0.101, 4.266, 0.063], [1.347, 5.001, 0.335], [1.246, 6.291, 0.122], [-0.830, 4.831, 0.679], [-0.381, 4.569, -0.969], [2.067, 4.441, -0.301], [1.635, 4.681, 1.361]], "mulliken_charge": [-0.9903, 0.4370, -0.4682, -0.0145, -0.2832, 0.1435, -0.4687, -0.1415, 0.5054, -1.0186, -0.5052, 0.3441, 0.2493, 0.3286, 0.4251, 0.3958, 0.3573, 0.3224, 0.2662, 0.3272, -0.5724, -0.3516, -0.2687, -0.7596, 0.2627, 0.1746, 0.1534, 0.1497], "molar_mass_g_mol": 351.06, "total_charge": -1, "homo_lumo_gap_ev": 2.5, "e_homo_ha": -0.046}

=====

Number 1 is which compound?
C4H6O2